29
Properties=species:S:1:pos:R:3 method="wB97M-V/def2-TZVPD" e_lumo_ev=2.1 homo_lumo_gap_ev=5.7934 charge=-1 homo_energy_ev=-3.65 multiplicity=1
Cl -0.20 0.03 0.37
C -3.03 -1.63 0.98
Cl -2.88 -0.75 2.41
C -3.57 -0.82 -0.14
O -3.80 0.39 -0.04
C -3.68 -1.60 -1.40
Cl -4.34 -0.74 -2.72
C -3.34 -2.95 -1.46
Cl -3.62 -3.81 -2.94
C -2.68 -3.61 -0.36
Cl -2.21 -5.24 -0.51
C -2.46 -2.89 0.84
Cl -1.53 -3.64 2.11
C 1.16 0.64 1.50
C 0.88 1.99 2.18
C 1.57 3.00 1.55
C 2.33 2.44 0.46
C 2.26 1.02 0.54
C 2.73 0.20 -0.48
C 3.40 0.78 -1.57
C 3.58 2.18 -1.59
C 3.05 3.03 -0.60
H 1.14 -0.23 2.15
H 0.36 2.07 3.12
H 1.48 4.07 1.72
H 2.52 -0.87 -0.52
H 3.76 0.14 -2.38
H 4.07 2.64 -2.49
H 3.04 4.12 -0.70